Record 1
Here is a cluster of 2 separate species, C31H33N2O3S in total in a non-equilibrium geometry from the Open Molecules 2025 dataset. Energies are from ωB97M-V with the def2-TZVPD basis set.

The HOMO energy comes out at -9.9434 eV. The lowest unoccupied orbital energy is -3.92 eV. The charge is +1. The total energy is -52632.45304 eV. As for the HOMO-LUMO gap: 6.0 eV.

```
70
Properties=species:S:1:pos:R:3:forces:R:3:lowdin_charge:R:1
C -2.36458 2.96036 4.03230 0.5 -0.4 0.3 -0.2486
S -1.03770 1.94965 3.25071 -1.2 0.2 -0.9 1.0081
C -1.94675 0.34625 3.19648 0.4 0.2 0.5 -0.2449
C -1.15495 2.49793 1.64507 0.1 0.0 -0.6 -0.3742
C -0.03536 2.90701 0.87117 0.3 -0.4 0.7 -0.4694
C -0.28767 3.30417 -0.56971 0.0 0.2 -0.7 -0.1427
C -1.54865 3.26568 -1.20247 0.5 0.1 0.1 -0.0331
C -1.69233 3.63109 -2.54590 0.1 0.0 0.2 -0.0800
C -0.57836 4.03510 -3.28847 0.1 -0.1 0.3 -0.0852
C 0.68130 4.07447 -2.67580 -0.3 0.0 0.1 -0.0806
C 0.81880 3.71859 -1.33352 -0.2 0.0 0.0 -0.0315
O 1.13416 2.92761 1.32076 -0.4 0.1 -0.2 -0.0582
H -2.44437 2.63977 5.07807 -0.2 0.2 -0.2 0.0529
H -2.02172 3.99987 3.96974 -0.1 -0.3 0.0 0.0543
H -3.30899 2.81795 3.49029 0.4 0.0 0.1 0.0641
H -2.01739 -0.01783 4.22890 -0.1 0.0 -0.3 0.0535
H -2.94335 0.48221 2.75605 0.4 0.1 0.1 0.0635
H -1.33923 -0.34221 2.59756 -0.2 0.3 0.1 0.0616
H -2.14444 2.38278 1.21349 0.2 0.1 0.2 0.0542
H -2.41898 2.94944 -0.63063 0.1 0.1 -0.3 0.0951
H -2.68390 3.59640 -3.00480 0.4 0.0 0.1 0.1057
H -0.69123 4.31589 -4.33573 0.0 -0.1 0.3 0.1038
H 1.56188 4.38461 -3.24368 -0.3 -0.1 0.2 0.1024
H 1.79908 3.75364 -0.85591 -0.3 -0.1 -0.1 0.1055
C -0.02582 9.83765 1.32031 0.1 -0.5 0.2 -0.0537
O 0.14942 8.60406 2.05174 0.3 0.2 -0.3 -0.0875
C 1.28345 7.88009 1.86324 0.4 -0.3 0.0 -0.2385
C 1.38360 6.67745 2.61713 -0.4 1.0 -0.6 0.0771
C 2.49908 5.89127 2.45775 0.8 0.2 -0.3 -0.1082
C 3.53055 6.30513 1.58094 -0.6 0.2 0.1 -0.1624
C 3.46311 7.47770 0.83541 -0.2 -0.2 0.2 0.0098
C 2.32903 8.27591 0.97411 -0.5 -0.3 0.5 0.0056
N 4.56601 5.37173 1.65860 -0.3 -1.8 1.3 -0.0518
C 5.82090 5.46076 0.93106 0.4 -0.1 -0.1 0.0132
C 4.23033 4.38584 2.54552 0.1 1.2 -1.0 0.0764
C 2.94293 4.64614 3.08276 -0.6 0.1 0.1 -0.1293
C 2.27505 3.94626 4.09078 1.1 0.2 -0.8 0.0928
C 2.74959 2.71461 4.58546 0.3 -0.7 0.3 -0.1461
C 3.35732 1.68381 3.83955 0.4 0.1 1.2 0.0282
N 3.83007 0.72235 4.69137 -0.5 0.8 -0.9 -0.0762
C 4.49796 -0.49791 4.27347 0.0 -0.2 -0.3 0.0037
C 3.55684 1.08843 6.01155 -0.2 0.6 -0.2 -0.1651
C 2.87815 2.33196 5.99317 0.4 -0.8 -0.7 -0.1088
C 2.62207 2.99709 7.18047 0.0 -0.2 1.4 0.0443
C 2.98030 2.35580 8.39982 -0.2 0.4 -0.9 -0.2505
O 2.73114 2.89784 9.62140 -0.1 0.3 -0.2 -0.0885
C 2.08214 4.18812 9.67935 0.3 -0.6 -0.2 -0.0562
C 3.62832 1.08563 8.39433 -0.3 0.6 -0.2 0.0162
C 3.92668 0.45515 7.19503 -0.1 0.1 0.3 0.0020
H -0.99688 10.20841 1.64722 0.2 0.0 -0.1 0.0949
H 0.75986 10.56256 1.57264 -0.2 -0.2 0.0 0.0973
H -0.03494 9.65603 0.23714 0.0 0.0 0.2 0.0984
H 0.59045 6.38802 3.29804 -0.1 0.2 -0.2 0.1251
H 4.27754 7.75542 0.17217 -0.3 0.1 0.1 0.1096
H 2.24236 9.20865 0.41153 0.1 -0.4 0.2 0.1090
H 5.80191 6.36169 0.31623 0.1 -0.2 0.1 0.0839
H 6.67110 5.51581 1.62131 -0.3 0.1 -0.1 0.1067
H 5.96064 4.58714 0.28378 -0.1 0.2 0.1 0.1064
H 4.90284 3.57269 2.79764 0.0 0.3 -0.1 0.1442
H 1.42424 4.42500 4.57148 0.1 0.0 0.0 0.1365
H 3.47089 1.62788 2.76358 -0.2 -0.2 0.1 0.1450
H 4.77010 -1.07943 5.15888 0.0 0.1 -0.3 0.0850
H 3.83227 -1.09654 3.63715 0.2 0.1 0.2 0.1039
H 5.40257 -0.26340 3.69635 -0.2 -0.1 0.3 0.1018
H 2.15526 3.98355 7.16086 0.2 -0.3 0.1 0.1084
H 1.96568 4.39617 10.74285 0.0 0.0 -0.2 0.0957
H 2.71024 4.95671 9.20681 -0.1 -0.2 0.1 0.0971
H 1.09994 4.15142 9.18685 0.2 0.0 0.2 0.0939
H 3.88076 0.64044 9.35497 0.0 0.1 -0.3 0.1250
H 4.43291 -0.50519 7.18113 0.0 0.2 0.1 0.1093
```
Positions in Å, forces in eV/Å.

---

Record 2
Here is a structure of composition C31H33N7OPPdS2 in a non-equilibrium geometry from the Open Molecules 2025 dataset. Energies are from ωB97M-V with the def2-TZVPD basis set.

The HOMO energy (spin up / spin down) comes out at -10.6900 / -10.6903 eV. The lowest unoccupied orbital energy (spin up / spin down) is -2.47 / -2.47 eV. The charge is +1. The total energy is -79595.37211 eV. Its energy above the lowest of the compared OMol25 structures with the same formula, charge and spin is 0.791 eV. As for the HOMO-LUMO gap (spin up / spin down): 8.2 / 8.2 eV.

```
76
Properties=species:S:1:pos:R:3:forces:R:3:lowdin_charge:R:1
Pd 0.38011 1.01416 0.03065 -0.6 1.6 1.0 0.6664
C -0.15889 -0.75350 5.15117 0.0 0.0 0.0 -0.3979
S 1.05062 -1.65142 4.16924 0.0 0.0 0.1 0.9450
C 0.95545 -0.85182 2.64732 -0.1 -0.2 -0.2 -0.9968
S -0.07706 0.45833 2.30241 0.1 -0.2 0.1 0.6890
N 1.67723 -1.30643 1.63432 0.0 0.3 0.1 -0.0354
N 2.21639 1.37345 0.59598 0.2 -0.2 -0.2 -0.0489
C 2.88074 1.99980 -0.28307 -0.2 -0.1 0.1 -0.2112
C 2.29175 2.36534 -1.58039 0.0 0.0 0.0 -0.2647
C 2.98156 2.93071 -2.63540 0.0 0.0 0.0 -0.0004
C 2.29788 3.19506 -3.81348 0.0 0.0 0.0 -0.0362
C 0.95230 2.88789 -3.89669 0.0 0.0 0.0 -0.0337
C 0.32332 2.32406 -2.79778 -0.1 0.0 0.1 -0.1050
N 0.97290 2.07914 -1.66473 0.3 -0.4 -0.2 -0.0127
H -0.08313 -1.17849 6.15047 0.0 0.0 0.0 0.0437
H -1.16199 -0.90545 4.76102 0.0 0.0 0.0 0.0369
H 0.08556 0.30470 5.18353 0.0 0.0 0.0 0.0329
H 3.91515 2.26780 -0.06107 0.0 0.0 -0.1 0.1149
H 4.03520 3.15002 -2.53147 0.0 0.0 0.0 0.1215
H 2.81272 3.63408 -4.65764 0.0 0.0 0.0 0.1172
H 0.38392 3.07917 -4.79531 0.0 0.0 0.0 0.1138
H -0.73102 2.08330 -2.80658 0.0 0.0 0.0 0.0939
C -3.60210 6.45412 0.81965 0.0 0.0 0.0 -0.0715
C -3.98582 5.49744 1.94313 0.0 0.0 0.0 -0.4116
C -2.83430 5.29640 2.92310 0.0 0.0 0.0 -0.0738
C -4.51637 4.16959 1.40139 0.0 -0.1 0.0 -0.1008
N -3.50430 3.40035 0.67526 0.0 0.0 -0.1 -0.0929
C -2.57443 2.55510 1.12019 0.1 0.0 0.1 -0.1575
N -1.85520 2.15759 0.09857 0.1 -0.4 -0.3 -0.0229
N -2.37370 2.77263 -0.98769 0.0 0.0 0.1 -0.0106
N -3.35727 3.51806 -0.65143 0.0 0.0 0.0 0.0779
H -3.26318 7.40461 1.23166 0.0 0.0 0.0 0.0836
H -4.44378 6.65360 0.15530 0.0 0.0 0.0 0.0836
H -2.78918 6.04723 0.21440 0.0 0.0 0.0 0.0733
H -4.83036 5.92466 2.49248 0.0 0.0 0.0 0.1402
H -1.94019 4.92502 2.41552 0.0 0.0 0.0 0.0761
H -3.09387 4.59666 3.72139 0.0 0.0 0.0 0.0808
H -2.56479 6.24376 3.38916 0.0 0.0 0.0 0.0853
H -5.32770 4.32734 0.69336 0.0 0.0 0.0 0.1307
H -4.88107 3.53255 2.20706 0.0 0.0 0.0 0.1314
H -2.44895 2.26117 2.14865 0.0 0.0 0.0 0.1167
O 1.55886 -0.88738 -1.63004 0.2 0.1 0.1 -0.3400
P 1.27928 -2.26868 -1.14889 -0.1 -0.2 -0.2 0.7792
C -0.32373 -2.34001 -0.33029 -0.2 -0.2 0.2 -0.2882
C -0.60810 -3.27899 0.66044 0.0 0.0 0.0 -0.0845
C -1.84126 -3.28189 1.29328 0.0 0.0 0.0 -0.0617
C -2.80558 -2.34913 0.93800 0.0 0.0 0.0 -0.0689
C -2.53451 -1.41588 -0.04979 0.0 0.1 0.0 -0.0847
C -1.29686 -1.40302 -0.67973 -0.1 -0.2 -0.1 -0.1139
C 1.26227 -3.47104 -2.48288 0.0 0.0 0.0 -0.2928
C 1.88029 -3.11670 -3.67866 0.0 0.0 0.0 -0.0670
C 1.91659 -4.02108 -4.73127 0.0 0.0 0.0 -0.0662
C 1.33698 -5.27317 -4.59071 0.0 0.0 0.0 -0.0673
C 0.71287 -5.62644 -3.39987 0.0 0.0 0.0 -0.0668
C 0.67456 -4.72765 -2.34687 0.0 0.0 0.0 -0.0733
C 2.46113 -2.92229 0.07675 0.2 -0.1 -0.1 -0.1840
C 2.53740 -2.39549 1.37543 -0.2 0.0 0.1 -0.2274
C 3.43221 -2.88935 2.30747 0.0 0.0 0.0 -0.0221
C 4.28747 -3.92165 1.94123 0.0 0.0 0.0 -0.0501
C 4.25402 -4.43853 0.65840 0.0 0.0 0.0 -0.0572
C 3.34614 -3.93844 -0.26691 -0.1 -0.1 0.0 -0.0483
H 0.14455 -3.99961 0.96065 0.0 0.0 0.0 0.1150
H -2.04918 -4.01454 2.06238 0.0 0.0 0.0 0.1116
H -3.77001 -2.35371 1.42935 0.0 0.0 0.0 0.1095
H -3.28626 -0.69188 -0.33710 0.0 0.0 0.0 0.1055
H -1.11540 -0.70110 -1.48825 0.1 0.0 0.0 0.0975
H 2.31985 -2.13219 -3.77902 0.0 0.0 0.0 0.1070
H 2.39559 -3.74569 -5.66148 0.0 0.0 0.0 0.1088
H 1.36467 -5.97634 -5.41284 0.0 0.0 0.0 0.1095
H 0.25274 -6.59992 -3.29469 0.0 0.0 0.0 0.1093
H 0.17861 -5.00548 -1.42404 0.0 0.0 0.0 0.1052
H 1.49040 -0.69549 0.84712 0.5 -0.1 -0.5 0.0098
H 3.49111 -2.45456 3.29527 0.0 0.0 0.0 0.0896
H 4.99459 -4.30667 2.66380 0.0 0.0 0.0 0.1151
H 4.92999 -5.23272 0.37253 0.0 0.0 0.0 0.1127
H 3.31459 -4.36109 -1.26240 0.0 0.0 0.0 0.1090
```
Positions in Å, forces in eV/Å.

---

Record 3
Here is a structure of composition C31H33N9O4STi in a non-equilibrium geometry from the Open Molecules 2025 dataset. Energies are from ωB97M-V with the def2-TZVPD basis set.

The HOMO energy comes out at -12.6800 eV. The lowest unoccupied orbital energy is -6.13 eV. The charge is +2. The total energy is -88225.36420 eV. Its energy above the lowest of the compared OMol25 structures with the same formula, charge and spin is 0.439 eV. As for the HOMO-LUMO gap: 6.5 eV.

```
79
Properties=species:S:1:pos:R:3:forces:R:3:lowdin_charge:R:1
Ti 0.28788 -0.44092 -0.16927 -0.7 -0.3 -0.8 1.1864
C 0.88527 -3.39441 0.75238 0.0 0.0 0.0 -0.0923
N 1.57826 -2.23418 0.13668 0.1 0.0 0.0 -0.2046
C 2.19372 -2.60762 -1.17015 -0.1 0.0 0.1 -0.0721
C 1.45425 -2.07508 -2.36835 -0.1 0.1 0.2 -0.2339
C 1.71397 -2.62502 -3.60736 0.0 -0.1 -0.1 0.0161
C 0.98611 -2.20988 -4.70733 0.0 0.0 0.0 -0.0025
C -0.00004 -1.25439 -4.52222 0.0 -0.1 -0.1 -0.0173
C -0.18371 -0.72643 -3.26494 0.1 0.0 0.1 -0.1203
N 0.54063 -1.10046 -2.19490 0.2 -0.1 -0.7 0.0022
C 2.62045 -1.74679 1.07551 0.1 0.1 -0.1 -0.0888
C 3.18978 -0.47296 0.51313 -0.1 -0.3 0.0 -0.2741
C 4.37895 0.06003 0.95580 0.2 0.1 -0.2 0.0276
C 4.88728 1.16118 0.28588 0.0 0.1 0.0 0.0058
C 4.19480 1.67495 -0.80529 0.1 0.0 0.1 -0.0153
C 2.97955 1.12330 -1.13606 -0.2 -0.1 0.0 -0.0876
N 2.46717 0.07044 -0.47645 0.2 0.2 0.3 0.0092
C -0.39974 -3.74196 0.05464 0.1 0.0 -0.1 -0.2480
C -1.02515 -4.95680 0.29527 0.0 -0.1 0.0 0.0175
C -2.19498 -5.24355 -0.38017 -0.1 0.0 0.0 -0.0132
C -2.68868 -4.31973 -1.29488 0.0 -0.1 0.0 -0.0254
C -2.00385 -3.13448 -1.46024 0.1 0.0 -0.1 -0.1267
N -0.89126 -2.83195 -0.78201 0.0 0.0 0.2 0.0914
H 0.67411 -3.16581 1.79522 0.0 0.1 0.0 0.1292
H 1.55614 -4.25629 0.73136 0.1 0.0 0.1 0.1474
H 2.24654 -3.69303 -1.24949 0.0 -0.1 0.0 0.1461
H 3.21840 -2.24440 -1.20712 0.1 0.0 0.0 0.1447
H 2.47362 -3.39158 -3.69906 0.0 0.0 0.0 0.1366
H 1.17514 -2.63366 -5.68502 0.0 0.0 0.0 0.1302
H -0.61621 -0.91140 -5.34181 0.0 0.0 0.0 0.1238
H -0.90517 0.05381 -3.09802 0.0 0.0 0.0 0.0771
H 3.42080 -2.48111 1.18891 0.0 -0.1 0.0 0.1542
H 2.16684 -1.57184 2.04866 -0.1 0.0 0.0 0.1375
H 4.90130 -0.39033 1.78960 0.0 0.0 0.0 0.1389
H 5.81958 1.61010 0.60394 0.0 0.0 0.0 0.1309
H 4.57471 2.51544 -1.36834 0.0 0.0 0.0 0.1266
H 2.37770 1.52625 -1.94213 0.0 0.0 0.0 0.1227
H -0.59778 -5.66041 0.99958 0.0 0.0 0.0 0.1357
H -2.71122 -6.17963 -0.21060 0.0 0.0 0.0 0.1266
H -3.58501 -4.51723 -1.86714 0.0 0.0 0.0 0.1208
H -2.34722 -2.39496 -2.17779 0.0 0.0 0.0 0.1133
N -2.09554 0.00445 -0.58390 0.4 -0.1 -0.2 0.0216
C -3.17274 -0.58717 0.25679 0.1 0.0 0.0 -0.1711
C -2.82098 -0.63839 1.74114 0.0 0.1 -0.1 -0.0508
C -1.59476 -1.46219 1.98343 0.0 0.3 -0.3 -0.4945
O -1.48321 -2.40348 2.70143 0.1 -0.2 0.1 0.1744
O -0.54951 -0.99949 1.24104 -0.5 -0.7 1.5 -0.2025
H -2.03590 0.99817 -0.38459 -0.1 0.0 0.0 0.0829
H -2.38269 -0.05965 -1.55496 0.0 0.0 0.0 0.0845
H -3.37638 -1.59134 -0.10366 0.0 0.0 0.0 0.1032
H -4.08620 -0.00639 0.13484 -0.1 0.0 0.0 0.1326
H -3.64134 -1.07411 2.30457 -0.1 0.0 0.0 0.1428
H -2.63604 0.37309 2.11505 0.0 0.0 0.0 0.1214
N -3.07595 4.37231 5.01976 0.1 0.0 -0.1 0.1438
C -2.13563 3.82590 4.20924 -0.1 0.0 0.0 -0.2939
C -1.79844 2.46369 4.31900 0.0 0.0 0.1 -0.0121
C -0.86801 1.90618 3.47469 0.0 0.1 -0.1 -0.0698
C -0.25364 2.69703 2.49733 -0.1 0.0 0.1 -0.3027
C -0.55098 4.06082 2.39661 0.1 -0.1 0.1 -0.0484
C -1.48458 4.61153 3.23802 0.0 0.1 0.0 -0.0053
S 0.90984 1.96223 1.45937 0.0 0.0 -0.1 0.6822
O 2.02921 2.80917 1.21560 0.0 0.2 0.0 -0.2305
O 1.17667 0.61716 1.96077 0.1 -0.1 -0.2 -0.3289
N 0.15067 1.52353 0.02492 0.4 1.3 0.2 -0.2089
C -0.01161 2.49443 -0.98084 0.0 -0.2 0.3 -0.4635
N -0.33120 2.00186 -2.17055 -0.1 -0.1 -0.2 0.0961
C -0.45437 2.88051 -3.16817 -0.1 -0.1 0.0 -0.0943
C -0.26691 4.23461 -2.98676 0.0 0.0 0.0 -0.0190
C 0.02495 4.63583 -1.69291 0.0 0.0 0.1 -0.0671
N 0.15029 3.77449 -0.68628 -0.1 0.1 0.0 0.1477
H -3.43369 3.85399 5.80178 0.0 0.0 0.0 0.1116
H -3.21538 5.36668 5.03349 0.0 0.0 0.0 0.1123
H -2.25506 1.86075 5.09559 0.0 0.0 0.0 0.1225
H -0.57972 0.86912 3.58611 0.0 0.0 0.0 0.1137
H -0.03199 4.67014 1.67157 0.0 0.0 0.0 0.1065
H -1.71123 5.66921 3.17348 0.0 0.0 0.0 0.1223
H -0.71845 2.47412 -4.13950 0.0 0.0 0.0 0.1200
H -0.35727 4.94008 -3.79940 0.0 0.0 0.0 0.1166
H 0.15480 5.68385 -1.44458 0.0 0.0 0.0 0.1285
```
Positions in Å, forces in eV/Å.